(1)
The following is a DFT calculation (ωB97M-V with the def2-TZVPD basis set) of a molecular structure, C3H2CuLiO3 at a distorted geometry.

XYZ file:
```
10
Properties=species:S:1:pos:R:3:forces:R:3
Cu -1.07481 -1.55813 0.25496 0.4 2.1 -0.3
O 2.53920 0.72358 0.06098 0.0 -0.6 0.6
O 0.91608 -0.73217 0.34433 -0.6 -2.1 0.7
O 0.42761 1.39249 -0.18412 -2.0 -0.7 0.4
C -3.52045 0.63476 0.02774 0.1 -0.9 0.0
C 1.30301 0.48694 0.12450 -0.7 1.3 -1.7
C -2.35285 0.53512 -0.32995 1.3 -0.2 0.8
Li 2.81370 -1.16994 0.37446 -0.5 0.8 -0.1
H -4.54876 0.56098 0.34487 0.4 0.3 -0.2
H -0.81980 1.03101 -0.24269 1.4 -0.1 -0.1
```
Positions in Å, forces in eV/Å.

Properties
HOMO = -9.29 eV
lowest unoccupied orbital energy = -1.212 eV


(2)
The following is a DFT calculation (ωB97M-V with the def2-TZVPD basis set) of a molecular structure, C3H2CuO3 at a distorted geometry.

XYZ file:
```
9
Properties=species:S:1:pos:R:3:forces:R:3
Cu -0.04804 -0.27652 0.93772 -1.1 0.2 4.0
O -1.65044 0.33155 3.84663 -0.2 0.2 0.1
O 1.61107 -0.51923 0.08532 1.5 0.4 -5.5
O -0.84196 0.34477 -0.55544 0.7 0.3 -3.7
C -1.07565 0.18524 2.89680 0.9 -0.6 -1.1
C 0.04524 0.04117 -1.56424 0.4 0.4 -0.4
C 1.39899 -0.40973 -1.19484 -0.3 -1.8 6.2
H -0.34164 -0.56750 -2.40583 0.2 0.9 0.0
H 0.90242 0.87025 -2.04613 -2.1 0.1 0.3
```
Positions in Å, forces in eV/Å.

Properties
HOMO (spin up / spin down) = -8.59 / -8.43 eV
energy relative to the best compared isomer or geometry (same formula, charge and spin) = 2.190 eV
2S+1 = 2
lowest unoccupied orbital energy (spin up / spin down) = 0.202 / -1.524 eV
⟨S²⟩ = 0.754


(3)
The following is a DFT calculation (ωB97M-V with the def2-TZVPD basis set) of a molecular structure, C3H2ErFO2 at a distorted geometry.

XYZ file:
```
9
Properties=species:S:1:pos:R:3:forces:R:3
Er -0.68322 1.06118 -3.87724 0.4 -0.9 2.3
F 1.86692 0.05610 1.12050 -1.0 -1.2 -1.2
O -0.49882 0.93027 -0.31356 -1.1 2.3 -1.5
O 0.34756 -0.95623 -1.04534 -1.5 1.7 -3.0
C 0.59103 -0.42457 1.23774 0.1 2.1 2.1
C -0.26569 0.07076 -1.36757 2.3 -1.6 1.7
C -0.45733 0.39605 0.96399 0.5 -2.7 -0.2
H 0.52972 -1.30192 1.88047 0.2 0.4 0.1
H -1.43017 0.16836 1.40102 0.1 0.0 -0.4
```
Positions in Å, forces in eV/Å.

Properties
HOMO (spin up / spin down) = -11.64 / -11.62 eV
charge = +1
energy relative to the best compared isomer or geometry (same formula, charge and spin) = 0.000 eV
2S+1 = 5
lowest unoccupied orbital energy (spin up / spin down) = -6.152 / -7.428 eV
⟨S²⟩ = 6.002